(1)
Below is a 9-piece molecular cluster, C36H45N9 overall at a distorted geometry, with properties calculated with ωB97M-V with the def2-TZVPD basis set.

```
90
Properties=species:S:1:pos:R:3:lowdin_charge:R:1
N 2.49617 -4.42201 -1.35563 0.033
C 3.87168 -4.30616 -1.05790 -0.090
C 4.04020 -3.04704 -0.46686 -0.108
C 2.79585 -2.34233 -0.56538 -0.133
C 1.90498 -3.20573 -1.19491 -0.130
H 2.20858 -5.14182 -1.94866 0.124
H 4.46494 -5.14412 -1.23252 0.083
H 4.93309 -2.72660 0.00384 0.075
H 2.61964 -1.32415 -0.22495 0.091
H 0.89982 -3.07787 -1.39380 0.078
N 1.48624 -3.59471 2.44988 0.029
C 0.60215 -2.59002 2.24351 -0.195
C -0.54542 -2.82567 3.00408 -0.128
C -0.30074 -3.99572 3.75521 -0.091
C 0.97499 -4.46335 3.39694 -0.102
H 2.32692 -3.66743 1.88073 0.136
H 0.81046 -1.81864 1.58809 0.076
H -1.47105 -2.18649 2.85299 0.102
H -0.96439 -4.43595 4.47390 0.087
H 1.55068 -5.29709 3.66838 0.086
N -1.06839 3.82507 -3.88631 0.012
C -2.42797 3.52289 -3.82167 -0.132
C -3.06703 4.72509 -3.79279 -0.120
C -2.10151 5.79753 -3.78089 -0.089
C -0.86415 5.19050 -3.89728 -0.129
H -0.44691 3.08934 -4.11387 0.108
H -2.76231 2.52709 -3.89230 0.083
H -4.16368 4.83587 -3.73912 0.098
H -2.24299 6.83850 -3.73267 0.074
H 0.07798 5.67739 -3.88545 0.077
N -1.90328 -1.07139 -1.11239 0.006
C -1.75806 -2.33960 -0.53861 -0.148
C -2.76619 -3.10689 -1.04209 -0.113
C -3.52868 -2.26365 -1.89816 -0.118
C -2.99493 -1.00396 -1.96520 -0.102
H -1.28748 -0.35459 -0.77642 0.114
H -1.04835 -2.48275 0.29177 0.091
H -3.05951 -4.15019 -0.82014 0.109
H -4.33241 -2.54084 -2.49451 0.070
H -3.16810 -0.01921 -2.37154 0.103
N 2.17097 -0.59683 -3.53664 0.009
C 1.12898 0.17745 -3.05228 -0.124
C 0.12883 0.10604 -4.03283 -0.117
C 0.58612 -0.75230 -5.11627 -0.092
C 1.88954 -1.06271 -4.78730 -0.148
H 3.01335 -0.72608 -3.05314 0.114
H 1.21739 0.63066 -2.05651 0.103
H -0.85759 0.58565 -4.00362 0.071
H 0.22644 -0.87119 -6.14281 0.095
H 2.56300 -1.60045 -5.41615 0.101
N -4.24237 -1.72690 1.74873 0.035
C -4.98072 -0.80942 2.50965 -0.147
C -5.72017 -1.47857 3.45388 -0.084
C -5.28886 -2.87454 3.33078 -0.102
C -4.38878 -2.94442 2.33364 -0.181
H -3.50021 -1.48377 1.08588 0.102
H -5.07770 0.24942 2.33852 0.096
H -6.41404 -1.00452 4.16272 0.094
H -5.52863 -3.73699 3.89010 0.075
H -4.10365 -3.80198 1.85123 0.083
N 2.60472 3.97661 -1.30827 0.012
C 3.83494 3.43331 -1.06629 -0.131
C 4.77868 4.11170 -1.82971 -0.076
C 4.01807 5.11702 -2.48084 -0.127
C 2.68299 4.97454 -2.22959 -0.134
H 1.78597 3.59439 -0.94893 0.097
H 3.93462 2.58731 -0.44282 0.090
H 5.79820 3.89788 -1.90513 0.072
H 4.34535 5.89495 -3.11481 0.079
H 1.92606 5.71087 -2.53595 0.106
N -0.11821 1.69599 2.32892 0.024
C -1.19829 0.87128 2.45893 -0.138
C -2.13061 1.15184 1.49528 -0.113
C -1.61411 2.30054 0.80425 -0.104
C -0.29846 2.54124 1.26437 -0.133
H 0.52889 1.68274 3.10760 0.107
H -1.20434 0.10857 3.18438 0.085
H -3.01941 0.65793 1.17917 0.060
H -2.13752 2.74428 -0.05408 0.092
H 0.32179 3.43102 1.00641 0.105
N 3.28876 0.84314 4.44041 0.005
C 2.46372 1.66258 5.17446 -0.113
C 1.27866 0.98966 5.27418 -0.112
C 1.39241 -0.23168 4.55914 -0.092
C 2.66652 -0.26728 4.06052 -0.135
H 4.15394 1.20429 4.08726 0.147
H 2.90593 2.50192 5.64767 0.103
H 0.51447 1.34199 5.88299 0.082
H 0.73415 -1.03993 4.45697 0.064
H 3.14935 -0.85055 3.38865 0.081
```

Values from the calculation:
E_LUMO, Eh: 0.0061
Orbital gap, eV: 8.23
2S+1: 1
ΔE to the lowest compared entry with this formula, charge and spin, eV: 2.835
SMILES string: c1cc[nH]c1.c1cc[nH]c1.c1cc[nH]c1.c1cc[nH]c1.c1cc[nH]c1.c1cc[nH]c1.c1cc[nH]c1.c1cc[nH]c1.c1cc[nH]c1



(2)
Below is C36H46BF5N2O2OsPS3 as an isolated structure at a distorted geometry, with properties calculated with ωB97M-V with the def2-TZVPD basis set.

```
97
Properties=species:S:1:pos:R:3:lowdin_spin:R:1
Os 1.52616 -0.18151 0.17891 2.388
C 1.86530 -4.04207 5.32980 0.001
C 2.06477 -2.59395 4.98342 0.003
O 1.51009 -2.17973 3.69264 0.012
P 2.20062 -2.32681 2.25726 0.067
S 0.51383 -2.00407 0.94949 0.270
S 3.45378 -0.92897 1.62252 0.150
O 2.82405 -3.71596 2.15959 0.020
C 3.93981 -4.00140 1.23042 0.003
C 4.43507 -5.37853 1.56097 0.000
H 2.17970 -4.25423 6.35804 0.000
H 2.55317 -4.63238 4.72241 0.000
H 0.81407 -4.39407 5.15705 0.000
H 3.12452 -2.28710 5.08746 0.001
H 1.48832 -1.95420 5.69771 0.000
H 4.68671 -3.23642 1.38414 0.003
H 3.58506 -3.93086 0.20229 0.001
H 4.64914 -5.52303 2.63443 0.000
H 5.40614 -5.49633 1.04839 0.000
H 3.73402 -6.13577 1.17251 0.000
F 4.19845 5.62461 -3.31097 0.010
C 3.58445 4.77988 -2.43525 0.035
C 3.33262 3.41408 -2.81065 -0.005
F 3.72749 2.83750 -3.99782 -0.003
C 2.75507 2.58440 -1.84859 0.039
F 2.75149 1.22548 -1.96832 0.073
C 2.33252 3.08758 -0.61392 0.043
S 1.63923 2.09408 0.59010 0.302
C 2.53231 4.43945 -0.30603 0.037
F 2.31629 4.83876 0.98477 0.011
C 3.13796 5.30301 -1.21441 -0.005
F 3.22285 6.62703 -0.99719 -0.004
C -1.00311 0.48450 3.33814 0.011
C -2.02964 1.51730 2.96756 0.003
C -3.44151 0.97218 2.65182 0.001
C -1.49627 2.70286 2.12552 0.008
C -1.04490 3.84334 2.80674 0.002
C -0.60450 4.99955 2.15931 0.006
C -0.69134 5.00732 0.77847 0.005
C -0.95390 3.82700 0.03335 0.015
C -0.95796 4.09058 -1.47625 0.002
C -0.75441 2.99289 -2.48735 0.013
C -2.09241 5.03300 -1.86944 0.001
C -1.23867 2.65411 0.74323 0.017
N -1.49169 1.38442 0.06612 0.202
B -0.50800 0.22165 -0.24541 0.239
N -1.41721 -0.65310 -1.13053 0.218
C -2.56459 0.08937 -1.40980 0.162
C -2.63028 1.21587 -0.68069 0.165
C -1.24172 -1.95433 -1.77516 0.029
C -0.05536 -2.25453 -2.46550 0.031
C 0.11701 -3.54076 -3.01081 0.005
C -0.90864 -4.47287 -2.94193 0.017
C -2.12140 -4.13469 -2.36033 0.009
C -2.26909 -2.92207 -1.62109 0.014
C -3.45265 -2.92406 -0.65443 0.001
C -3.20730 -2.42313 0.79387 0.001
C -4.77016 -2.43148 -1.33764 0.004
C 1.04902 -1.24127 -2.67035 0.172
C 0.69658 -0.27084 -3.79000 0.015
C 2.44793 -1.85739 -2.86819 0.027
H -1.00502 0.35368 4.47719 0.001
H 0.02683 0.69434 3.00253 0.006
H -1.27682 -0.53040 2.93670 0.003
H -2.19853 2.03873 3.89552 0.000
H -3.57345 0.72833 1.58238 0.001
H -4.20260 1.68841 2.92008 0.000
H -3.60547 0.08860 3.24009 0.000
H -1.01178 3.74204 3.88253 0.000
H -0.26377 5.81351 2.74116 0.000
H -0.57406 5.95795 0.23781 0.000
H -0.04545 4.74868 -1.50993 0.001
H -1.63650 2.31664 -2.54251 0.005
H 0.11324 2.34314 -2.31251 0.007
H -0.63112 3.37506 -3.49031 0.000
H -3.00661 4.59874 -1.48471 0.000
H -2.20612 5.20729 -2.96359 0.000
H -1.94674 6.02030 -1.44173 0.000
H -3.32531 -0.24834 -2.12534 0.006
H -3.44124 1.97364 -0.69140 0.005
H 1.06029 -3.72796 -3.50043 0.000
H -0.82247 -5.42665 -3.41078 0.001
H -2.96558 -4.83337 -2.40136 0.001
H -3.59621 -3.99157 -0.49759 0.000
H -3.08372 -1.31139 0.87308 0.001
H -2.36578 -2.92771 1.28474 0.001
H -4.13480 -2.67395 1.33328 0.000
H -4.88400 -1.34893 -1.23118 0.002
H -5.63192 -2.81578 -0.81625 0.000
H -4.83885 -2.63873 -2.41347 0.000
H 1.25801 -0.58304 -1.70831 0.082
H 0.38849 -0.83558 -4.67513 0.006
H 1.62436 0.21406 -4.08236 0.001
H -0.11012 0.43900 -3.58152 0.003
H 2.59624 -2.34559 -3.85289 0.003
H 2.63132 -2.62576 -2.07033 0.006
H 3.23634 -1.09128 -2.77388 0.009
```

Values from the calculation:
E_LUMO (spin up / spin down), Eh: 0.0174 / -0.0795
Orbital gap (spin up / spin down), eV: 3.54 / 4.99
2S+1: 6
ΔE to the lowest compared entry with this formula, charge and spin, eV: 0.729



(3)
Below is C36H46BiN3O2SSi as an isolated structure, with properties calculated with ωB97M-V with the def2-TZVPD basis set.

```
90
Properties=species:S:1:pos:R:3:lowdin_charge:R:1
Bi -1.40034 -1.10478 -0.72597 1.633
C 3.52924 -3.14895 4.90470 -0.046
C 2.16159 -3.00706 4.29566 -0.274
C 1.30021 -1.98760 4.69376 -0.035
C 0.05351 -1.83448 4.11066 -0.048
C -0.34394 -2.70748 3.10701 -0.278
C 0.49028 -3.74131 2.70880 -0.070
C 1.73407 -3.88445 3.30390 -0.037
S -1.90467 -2.49825 2.28179 0.550
O -1.89134 -3.42513 1.17734 -0.392
O -2.96113 -2.60842 3.24737 -0.284
N -1.80910 -1.01544 1.63405 -0.296
C -2.19726 0.13594 2.31116 -0.265
C -2.68438 0.25928 3.59725 -0.035
C -2.99179 1.52068 4.14879 -0.064
C -2.82730 2.68083 3.45099 -0.046
C -2.34899 2.60772 2.12391 -0.149
C -2.13903 3.74571 1.31329 0.011
C -1.67996 3.60599 0.03554 -0.027
C -1.43717 2.30878 -0.44282 -0.167
N -1.60632 1.23989 0.28912 -0.008
C -2.05339 1.34833 1.56020 -0.175
H 3.62692 -2.54294 5.80442 0.076
H 4.29955 -2.82795 4.19992 0.083
H 3.73757 -4.18684 5.16635 0.081
H 1.61168 -1.29949 5.47104 0.115
H -0.59438 -1.02877 4.42990 0.102
H 0.16379 -4.41491 1.92849 0.109
H 2.38585 -4.69119 2.98720 0.120
H -2.85977 -0.62077 4.19508 0.093
H -3.36565 1.55170 5.16444 0.109
H -3.05041 3.64513 3.88870 0.111
H -2.34807 4.72667 1.72417 0.124
H -1.52114 4.45745 -0.61175 0.116
H -1.10286 2.14413 -1.45741 0.084
C 1.09371 -2.69935 -3.05393 -0.114
C 1.76385 -2.28167 -1.73615 -0.644
C 3.28064 -2.49623 -1.86818 -0.091
C 1.27958 -3.29175 -0.67785 -0.136
Si 1.28617 -0.43992 -1.29476 0.739
C 1.51989 0.71982 -2.84144 -0.619
C 1.59310 2.20878 -2.46431 -0.097
C 2.80386 0.41273 -3.62921 -0.094
C 0.32465 0.56242 -3.78998 -0.119
C 2.30208 0.19055 0.23018 -0.617
C 3.73716 0.58249 -0.15464 -0.087
C 2.39582 -0.88104 1.32560 -0.103
C 1.62056 1.40129 0.88532 -0.096
H 1.27396 -3.76578 -3.22711 0.090
H 1.47849 -2.15932 -3.91756 0.060
H 0.00557 -2.56450 -3.03090 0.059
H 3.47022 -3.52741 -2.18893 0.088
H 3.79128 -2.35869 -0.91432 0.065
H 3.74733 -1.83582 -2.59688 0.061
H 1.59220 -4.29474 -0.99252 0.093
H 0.19416 -3.33490 -0.56582 0.014
H 1.70364 -3.11512 0.30642 0.044
H 2.50033 2.45736 -1.91655 0.065
H 0.74986 2.54575 -1.86504 0.045
H 1.59930 2.80362 -3.38452 0.090
H 3.69904 0.50139 -3.01122 0.072
H 2.90023 1.13278 -4.45010 0.089
H 2.79698 -0.58137 -4.07319 0.061
H -0.60951 0.82765 -3.29198 0.023
H 0.21763 -0.45092 -4.17656 0.065
H 0.44476 1.23269 -4.64940 0.092
H 4.28719 -0.24241 -0.60968 0.067
H 4.27768 0.87531 0.75292 0.089
H 3.77751 1.42826 -0.83863 0.058
H 3.01196 -1.73015 1.03016 0.069
H 1.41379 -1.25383 1.62897 0.063
H 2.86085 -0.43721 2.21360 0.092
H 1.44738 2.22892 0.19596 0.062
H 2.25974 1.77296 1.69459 0.090
H 0.66426 1.11945 1.32752 0.063
C -3.11944 -0.21726 -2.12310 -0.328
C -3.54166 1.18257 -2.31082 -0.336
C -3.04842 1.97751 -3.35270 -0.056
C -3.39312 3.31169 -3.45751 -0.024
C -4.25805 3.88226 -2.52336 -0.249
C -4.79376 3.09565 -1.50513 -0.030
C -4.44128 1.76365 -1.40912 -0.045
C -4.58730 5.27860 -2.60543 -0.193
N -4.83437 6.40050 -2.66245 0.147
H -2.89376 -0.71061 -3.07282 0.043
H -3.90889 -0.78576 -1.62798 0.030
H -2.38425 1.54058 -4.08667 0.102
H -3.00075 3.91983 -4.26211 0.120
H -5.47633 3.53628 -0.79036 0.122
H -4.85135 1.16037 -0.60734 0.121
```

Values from the calculation:
E_LUMO, Eh: -0.0102
Orbital gap, eV: 6.97
2S+1: 1
ΔE to the lowest compared entry with this formula, charge and spin, eV: 0.385



(4)
Below is a 4-piece molecular cluster, C36H46ClIN2O11 overall at a distorted geometry, with properties calculated with ωB97M-V with the def2-TZVPD basis set.

```
97
Properties=species:S:1:pos:R:3:lowdin_charge:R:1
C 3.77811 0.97588 -0.33794 -0.132
C 2.59347 1.19100 -1.30027 -0.679
Cl 3.31055 1.46028 -2.93619 0.615
C 1.69600 -0.05475 -1.21424 -0.161
C 0.40630 0.05177 -2.01248 -0.120
C 0.44575 -0.06265 -3.33523 0.045
C -0.82438 0.08777 -4.13029 -0.297
O -1.05314 -0.54853 -5.14096 0.102
C -1.80855 1.08569 -3.54234 -0.047
C -2.62045 1.88422 -4.33028 -0.220
N -2.52021 1.75553 -5.74588 0.123
C -3.52229 2.80129 -3.77878 -0.156
C -4.38521 3.70170 -4.63576 -0.133
C -5.77812 3.11862 -4.97430 -0.159
C -5.80220 1.61441 -5.37942 -0.150
C -6.82091 0.82121 -4.50772 -0.129
N -6.18792 0.06153 -3.43010 -0.113
C -6.94526 -0.27681 -2.35496 -0.122
C -6.17296 -0.98472 -1.46842 -0.088
C -4.88101 -1.03404 -2.07035 -0.100
C -4.91771 -0.40555 -3.28346 -0.090
C -3.57041 2.86493 -2.40806 0.026
C -2.77575 2.07962 -1.59351 -0.138
C -2.86083 2.20714 -0.07109 -0.128
C -4.15748 2.88711 0.43006 -0.325
C -4.06298 4.42082 0.50046 -0.628
I -6.02842 5.27384 0.14773 0.707
C -1.87195 1.19240 -2.14380 -0.046
C -0.92895 0.32113 -1.35122 -0.248
O -1.16554 -0.16787 -0.26260 0.109
H 3.44762 0.84318 0.69632 0.069
H 4.38708 0.13364 -0.68610 0.064
H 4.44979 1.84332 -0.37993 0.076
H 2.09606 2.12053 -1.00772 0.104
H 1.49946 -0.28121 -0.16111 0.126
H 2.27444 -0.88055 -1.65173 0.081
H 1.36041 -0.24779 -3.89252 0.106
H -1.55231 1.61289 -6.00766 0.092
H -2.84610 2.60850 -6.18391 0.073
H -3.82448 4.03341 -5.51902 0.107
H -4.56183 4.61645 -4.05077 0.117
H -6.14324 3.68327 -5.84579 0.106
H -6.51702 3.31335 -4.18874 0.106
H -6.19861 1.54162 -6.40102 0.107
H -4.82155 1.13950 -5.40506 0.075
H -7.31104 0.09970 -5.17947 0.121
H -7.58647 1.50556 -4.13714 0.113
H -7.99012 0.00416 -2.32177 0.115
H -6.50467 -1.39848 -0.52719 0.088
H -4.01150 -1.50396 -1.62362 0.095
H -4.13710 -0.27297 -4.01592 0.112
H -4.25644 3.55976 -1.92884 0.092
H -1.99117 2.81277 0.24181 0.130
H -2.76215 1.24754 0.43470 0.104
H -4.97480 2.56155 -0.22302 0.074
H -4.38088 2.48502 1.42521 0.109
H -3.36939 4.80639 -0.25184 0.044
H -3.74613 4.77025 1.48431 0.040
C 1.69203 -0.67300 4.50324 -0.012
C 2.97202 -1.13003 3.84646 -0.321
C 4.04232 -1.57768 4.80332 -0.108
O 5.23207 -1.35245 4.04175 0.061
C 4.96912 -0.33521 3.17951 -0.554
O 5.79075 0.22201 2.52785 0.161
O 3.63602 -0.04119 3.17267 0.069
H 1.89746 -0.04982 5.37581 0.090
H 1.10203 -0.07108 3.81166 0.090
H 1.09596 -1.52635 4.82504 0.078
H 2.75432 -1.89741 3.09776 0.164
H 3.95258 -2.62502 5.08366 0.139
H 4.09506 -0.96619 5.70783 0.133
C 7.91766 -2.18446 -1.32785 -0.016
C 6.66534 -3.01487 -1.47270 -0.330
C 6.38817 -3.50998 -2.86853 -0.092
O 4.96412 -3.67772 -2.84350 0.073
C 4.47966 -2.79213 -1.93829 -0.537
O 3.32797 -2.53237 -1.79370 0.151
O 5.48582 -2.23440 -1.21976 0.078
H 8.01861 -1.47556 -2.15148 0.089
H 7.88577 -1.60187 -0.40710 0.091
H 8.80176 -2.82189 -1.31200 0.090
H 6.67688 -3.83796 -0.75192 0.160
H 6.88702 -4.44929 -3.09714 0.140
H 6.63061 -2.77560 -3.64031 0.140
C 4.15459 -2.76002 8.88458 -0.016
C 2.70627 -2.33214 8.86369 -0.332
C 1.78386 -3.18570 9.69465 -0.094
O 0.52631 -2.98546 9.03840 0.070
C 0.79614 -2.71003 7.73719 -0.552
O -0.01538 -2.66737 6.87293 0.169
O 2.12914 -2.49338 7.55604 0.063
H 4.24705 -3.84454 8.80487 0.090
H 4.69400 -2.33098 8.03990 0.079
H 4.63656 -2.44092 9.80839 0.092
H 2.62489 -1.27454 9.13191 0.161
H 1.73345 -2.87364 10.73553 0.141
H 2.02661 -4.25011 9.64856 0.140
```

Values from the calculation:
E_LUMO, Eh: -0.0116
Orbital gap, eV: 7.48
2S+1: 1
SMILES string: C[C@@H](Cl)CC1=CC(=O)c2c(N)c(CCCCn3cccc3)cc(CCCI)c2C1=O.C[C@@H]1COC(=O)O1.C[C@@H]1COC(=O)O1.C[C@@H]1COC(=O)O1